A structure of composition C25H14Cl3FN2O2Sn, computed with the ωB97M-V functional and the def2-TZVPD basis.

Its HOMO energy is -9.30 eV. For the frontier orbital gap, the calculation gives 8.41 eV. As for the energy above the lowest of the compared OMol25 structures with the same formula, charge and spin: 0.0 kJ/mol. As for the max |F|: 4.78 eV Å⁻¹. The LUMO energy is -0.90 eV. The value obtained for the electronic energy is -79340.316 eV.

Positions of all 48 atoms, in Å:
1 Sn 0.030 0.929 -0.678
2 F -1.764 -5.083 -0.534
3 C -1.356 -3.786 -0.625
4 C -1.492 -3.079 -1.844
5 C -1.035 -1.751 -1.829
6 C -0.563 -1.168 -0.666
7 C -0.455 -1.903 0.516
8 C -0.791 -3.260 0.544
9 H -1.885 -3.531 -2.761
10 H -1.034 -1.130 -2.732
11 H -0.050 -1.407 1.388
12 H -0.668 -3.926 1.426
13 Cl 4.510 3.945 -1.476
14 C 2.869 3.330 -1.644
15 Cl 2.447 3.686 -3.353
16 Cl 1.717 4.256 -0.575
17 C 2.806 1.880 -1.180
18 O 3.671 1.464 -0.458
19 O 1.783 1.177 -1.721
20 N 5.428 -2.114 6.679
21 C 4.798 -1.676 5.825
22 C 3.922 -1.055 4.875
23 C 4.502 -0.564 3.681
24 C 3.685 0.170 2.816
25 C 2.290 0.283 3.090
26 C 1.727 -0.242 4.280
27 C 2.533 -0.919 5.184
28 C 1.509 0.857 2.073
29 C 0.752 1.328 1.187
30 H 5.562 -0.758 3.541
31 H 4.093 0.629 1.908
32 H 0.660 -0.111 4.449
33 H 2.134 -1.335 6.114
34 C -1.110 2.235 -2.031
35 C -2.414 1.543 -2.287
36 C -3.423 1.536 -1.274
37 C -4.577 0.808 -1.450
38 C -4.879 0.202 -2.709
39 C -3.901 0.265 -3.715
40 C -2.705 0.958 -3.555
41 C -6.061 -0.583 -2.899
42 N -7.026 -1.118 -3.251
43 H -1.203 3.188 -1.494
44 H -0.392 2.357 -2.836
45 H -3.285 2.058 -0.317
46 H -5.244 0.551 -0.619
47 H -4.078 -0.255 -4.643
48 H -2.037 1.120 -4.424